# 1
The following is a DFT calculation (ωB97M-V/def2-TZVPD) of 2 unconnected molecules or ions with the total composition C2H4ClFO in a non-equilibrium geometry.

Last column: Löwdin charge in e.
CARTESIAN COORDINATES (ANGSTROEM)
1 C 0.21294 1.26881 -0.26578  -0.21
2 C 0.64479 -0.14857 0.12156  -0.98
3 H -0.57386 -0.10592 -1.60836  0.06
4 H 1.10383 1.92722 -0.52671  0.11
5 H -0.50719 1.61604 0.93906  0.17
6 H 1.88983 -0.22409 0.24040  0.19
7 O -0.78627 0.83097 -1.34500  -0.14
8 F 0.56439 -0.81494 -1.03764  -0.06
9 Cl -0.34402 -0.54400 1.28939  0.86

Output
ΔE to the lowest compared entry with this formula, charge and spin in kcal/mol: 90.2
Net charge: 0
Multiplicity: 1
DFT total energy in eV: -19421.9855
LUMO energy in eV: 0.8

# 2
The following is a DFT calculation (ωB97M-V/def2-TZVPD) of a gas-phase ion, C4H9N4S (charge +1) in a non-equilibrium geometry.

Last column: Löwdin charge in e.
CARTESIAN COORDINATES (ANGSTROEM)
1 C -1.86076 -0.95942 0.85646  -0.25
2 C -1.18936 1.01900 -0.29408  -0.44
3 C -0.96595 -1.61881 1.54533  0.02
4 C 1.18336 0.51299 -0.54033  -0.73
5 N -1.91433 0.31976 0.43270  0.13
6 N -0.06768 0.48637 -1.07171  0.10
7 N -1.47289 2.39663 -0.36803  0.15
8 N 2.00047 -0.44989 -0.91128  0.20
9 S 1.52450 1.77034 0.51558  1.02
10 H -2.71708 -1.52173 0.58606  0.11
11 H 0.14732 -1.33093 1.74099  0.09
12 H -1.17216 -2.57848 1.84952  0.03
13 H -0.30483 -0.33455 -1.79088  0.24
14 H -2.33992 2.63910 0.07951  0.12
15 H -1.34207 2.77433 -1.24695  0.07
16 H 2.94892 -0.44618 -0.91757  0.10
17 H 1.69651 -1.00883 -1.66213  0.12
18 H 2.69598 1.48248 1.13721  -0.05

Output
ΔE to the lowest compared entry with this formula, charge and spin in kcal/mol: 55.5
Net charge: +1
Multiplicity: 1
DFT total energy in eV: -21081.3533
LUMO energy in eV: -4.0

# 3
The following is a DFT calculation (ωB97M-V/def2-TZVPD) of 2 unconnected molecules or ions with the total composition C3H10N2O in a non-equilibrium geometry.

Last column: Löwdin charge in e.
CARTESIAN COORDINATES (ANGSTROEM)
1 C -3.94330 -0.33898 2.68268  -0.32
2 O -5.01523 -0.99143 3.37121  -0.08
3 C -3.49787 -1.05803 1.42223  -0.10
4 H -4.34859 0.60206 2.33218  0.10
5 H -3.09397 -0.22185 3.34074  0.11
6 H -3.00606 -0.26929 0.84666  0.07
7 H -2.68841 -1.77169 1.51544  0.06
8 H -4.35094 -1.44642 0.86727  0.08
9 N 4.83244 1.26501 -3.83346  0.04
10 C 5.32025 1.13568 -2.52978  -0.39
11 N 4.74919 0.62459 -1.52752  0.06
12 H 4.11310 0.57811 -4.05768  0.08
13 H 5.54485 1.10948 -4.53487  0.07
14 H 6.31064 1.57967 -2.42630  0.10
15 H -4.66954 -1.32933 4.19902  0.07
16 H 3.74346 0.53242 -1.66783  0.04

Output
ΔE to the lowest compared entry with this formula, charge and spin in kcal/mol: 37.4
Net charge: 0
Multiplicity: 1
DFT total energy in eV: -8299.8820
LUMO energy in eV: 1.0
Structure (SMILES): [H]/N=C\N.CCO

# 4
The following is a DFT calculation (ωB97M-V/def2-TZVPD) of C5H8 in the gas phase in a non-equilibrium geometry.

Last column: Löwdin charge in e.
CARTESIAN COORDINATES (ANGSTROEM)
1 C 1.74206 -0.23612 0.26546  -0.10
2 C 0.96469 0.80569 0.50123  -0.09
3 C 0.69565 -1.02867 -0.58472  -0.11
4 C -0.11172 0.33514 -0.43173  -0.24
5 C -1.81214 0.26655 0.25347  0.01
6 H 2.60015 -0.50047 0.82970  0.08
7 H 1.14992 1.73897 0.98407  0.09
8 H 1.03824 -1.27872 -1.63071  0.11
9 H 0.22138 -1.78683 0.09056  0.11
10 H -0.28621 0.87232 -1.28095  0.07
11 H -2.11490 1.07255 0.83849  0.01
12 H -1.93076 -0.57200 0.91816  0.04
13 H -2.15636 0.31159 -0.75303  0.03

Output
ΔE to the lowest compared entry with this formula, charge and spin in kcal/mol: 65.0
Net charge: 0
Multiplicity: 1
DFT total energy in eV: -5311.3480
LUMO energy in eV: 1.2
Structure (SMILES): C[C@H]1C=CC1

# 5
The following is a DFT calculation (ωB97M-V/def2-TZVPD) of C5H10O in the gas phase.

Last column: Löwdin charge in e.
CARTESIAN COORDINATES (ANGSTROEM)
1 O 2.37032 0.73648 0.38016  -0.07
2 C 1.92486 -0.56979 0.04888  -0.28
3 C 0.53346 -0.55778 -0.59200  -0.16
4 C -0.52658 -0.03686 0.38703  -0.31
5 C -1.97869 -0.25150 0.09063  -0.14
6 C -1.39476 1.12596 -0.08955  -0.12
7 H 1.61885 1.18623 0.78837  0.07
8 H 1.90819 -1.22543 0.93883  0.12
9 H 2.66792 -0.97962 -0.64482  0.12
10 H 0.26575 -1.56951 -0.92928  0.12
11 H 0.57101 0.09319 -1.47952  0.12
12 H -0.20773 -0.08186 1.43962  0.14
13 H -2.23877 -0.87787 -0.76593  0.11
14 H -2.59864 -0.38865 0.97269  0.10
15 H -1.20886 1.45460 -1.11301  0.10
16 H -1.70633 1.94241 0.56792  0.10

Output
ΔE to the lowest compared entry with this formula, charge and spin in kcal/mol: 29.6
Net charge: 0
Multiplicity: 1
DFT total energy in eV: -7393.4803
LUMO energy in eV: 1.1
Structure (SMILES): OCCC1CC1

# 6
The following is a DFT calculation (ωB97M-V/def2-TZVPD) of 2 unconnected molecules or ions with the total composition C5H9ClN2 in a non-equilibrium geometry.

Last column: Löwdin charge in e.
CARTESIAN COORDINATES (ANGSTROEM)
1 C 0.46155 -0.63861 0.00799  -0.23
2 C -0.43197 -1.58540 0.01207  -0.62
3 C 1.29520 1.79527 0.10919  -0.09
4 C -0.62228 1.28980 -1.44362  -0.08
5 C 0.59741 0.64919 -0.67907  -0.44
6 N -1.48632 -3.31779 2.06032  -0.08
7 N -0.53769 -2.67065 2.32012  0.05
8 Cl -1.87132 -2.04182 -0.63420  0.68
9 H 1.35064 -0.75533 0.78237  0.14
10 H 1.16368 2.66171 -0.41325  0.03
11 H 0.95188 1.91418 1.13832  0.08
12 H 2.38498 1.62049 0.27758  0.09
13 H -1.36458 0.65591 -1.95351  0.06
14 H -1.17183 1.96224 -0.62982  0.12
15 H -0.13862 1.93472 -2.14223  0.05
16 H 1.39201 0.52137 -1.52962  0.15
17 H -1.97274 -3.99527 2.71737  0.09

Output
ΔE to the lowest compared entry with this formula, charge and spin in kcal/mol: 134.6
Net charge: 0
Multiplicity: 1
DFT total energy in eV: -20828.0198
LUMO energy (spin up / spin down) in eV: 0.5 / 0.3